A structure of composition C24H42Cl2NOPbSi3Te, computed with the ωB97M-V functional and the def2-TZVPD basis.

Each line ends with the Mulliken charge.
Element x y z (Å)
Pb 0.177 -1.335 0.608  0.89
C -2.024 -0.627 2.802  -0.69
Si -0.507 -0.603 3.904  -0.20
C -0.373 -2.153 4.895  -0.83
C -0.507 0.963 4.879  -1.05
N 0.829 -0.615 2.654  0.21
C 2.135 -0.497 2.909  0.86
C 2.681 -0.330 4.234  -0.15
C 4.019 -0.305 4.447  -1.07
C 4.916 -0.407 3.353  -0.68
C 4.446 -0.545 2.049  -0.61
C 3.096 -0.581 1.827  0.23
O 2.539 -0.698 0.577  -0.27
C 3.354 -1.085 -0.541  0.23
C 3.780 -2.392 -0.639  0.18
C 4.514 -2.757 -1.759  -0.90
C 4.799 -1.816 -2.744  -0.50
C 4.356 -0.506 -2.611  -0.84
C 3.617 -0.128 -1.494  -0.24
H -2.908 -0.824 3.421  0.42
H -2.029 -1.423 2.036  0.26
H -2.189 0.345 2.316  -0.07
H -1.229 -2.224 5.576  0.40
H 0.535 -2.181 5.504  0.37
H -0.379 -3.046 4.260  0.26
H -1.490 1.056 5.356  0.41
H -0.355 1.843 4.245  0.39
H 0.238 0.992 5.678  0.40
H 1.998 -0.228 5.066  0.26
H 4.406 -0.205 5.453  0.47
H 5.984 -0.361 3.528  0.45
H 5.136 -0.603 1.216  0.57
H 3.554 -3.111 0.144  0.52
H 4.868 -3.775 -1.858  0.46
H 5.379 -2.104 -3.613  0.47
H 4.596 0.231 -3.368  0.47
H 3.286 0.898 -1.355  0.54
Cl -1.037 -4.051 1.524  -0.02
C -1.824 -4.615 0.018  -0.58
Cl -2.112 -3.282 -1.113  0.04
H -2.777 -5.046 0.287  0.39
H -1.173 -5.335 -0.449  0.40
C -4.716 2.838 0.431  -0.96
Si -3.357 3.558 -0.594  0.09
C -2.850 5.276 -0.173  -1.03
C -3.620 3.291 -2.410  -0.94
C -1.753 2.517 -0.006  -0.65
Te -1.843 0.613 -0.824  0.45
C -0.700 1.071 -2.556  -0.85
Si -0.727 -0.289 -3.924  -0.07
C -2.502 -0.823 -4.073  -0.93
C 0.363 -1.673 -3.280  -0.37
C -0.059 0.451 -5.470  -1.02
H -5.684 3.228 0.097  0.38
H -4.606 3.111 1.485  0.33
H -4.766 1.745 0.362  0.36
H -3.702 5.945 -0.349  0.37
H -2.021 5.621 -0.798  0.34
H -2.562 5.378 0.877  0.37
H -4.563 3.767 -2.701  0.44
H -3.704 2.233 -2.692  0.26
H -2.833 3.756 -3.014  0.34
H -1.810 2.486 1.086  0.30
H -0.838 3.009 -0.342  0.53
H 0.310 1.303 -2.201  0.62
H -1.162 1.997 -2.916  0.36
H -2.913 -1.225 -3.138  0.28
H -2.604 -1.604 -4.835  0.35
H -3.138 0.013 -4.387  0.35
H 0.419 -1.704 -2.185  -0.27
H 1.389 -1.563 -3.647  0.21
H -0.003 -2.649 -3.614  0.45
H -0.698 1.261 -5.838  0.35
H -0.023 -0.318 -6.251  0.36
H 0.953 0.847 -5.345  0.35

Force components x, y, z for each atom (eV/Å):
0.511 -0.358 0.314
-0.004 0.036 -0.231
-0.051 -0.004 0.032
0.035 -0.150 0.017
0.059 0.168 0.039
0.259 0.001 0.009
-0.087 -0.070 0.024
-0.364 -0.014 -0.157
0.286 0.018 -0.094
-0.107 0.022 0.139
0.162 0.038 -0.151
-0.072 0.056 0.000
-0.155 -0.136 0.237
-0.017 0.064 -0.021
-0.088 -0.211 0.123
0.012 0.028 -0.067
0.013 -0.007 0.027
0.003 0.007 -0.038
0.037 0.281 -0.058
0.066 -0.007 -0.103
-0.180 0.073 0.181
0.007 -0.122 0.088
0.089 -0.019 -0.052
-0.086 -0.016 -0.031
-0.010 0.063 0.118
0.101 0.029 -0.034
-0.042 -0.060 0.074
-0.072 -0.002 -0.040
0.015 -0.057 -0.035
0.019 0.025 -0.065
-0.054 -0.018 -0.004
-0.009 -0.024 0.063
0.059 0.045 -0.057
-0.010 0.028 -0.006
-0.039 0.020 0.064
-0.021 -0.062 0.058
0.040 -0.124 -0.018
0.061 -0.008 -0.017
-0.076 0.101 -0.040
0.041 0.018 0.065
-0.112 -0.034 0.107
0.144 -0.106 -0.066
-0.182 0.006 0.142
0.141 -0.062 0.099
-0.065 0.273 0.071
0.086 -0.075 -0.185
-0.009 -0.084 0.044
-0.178 0.731 -0.394
0.003 -0.064 -0.084
-0.013 -0.148 0.201
-0.143 0.054 -0.030
0.109 -0.104 -0.107
0.044 0.156 -0.220
0.082 -0.063 0.045
-0.013 -0.052 -0.084
-0.050 0.078 -0.013
0.138 -0.035 0.032
-0.077 -0.015 0.041
-0.049 0.008 -0.092
0.066 -0.047 0.018
-0.064 0.107 -0.020
-0.070 -0.059 0.032
-0.019 -0.044 -0.122
-0.044 -0.047 -0.019
-0.094 0.041 -0.015
0.045 -0.016 0.086
-0.008 -0.019 -0.116
-0.005 0.066 0.109
0.049 -0.114 0.036
-0.031 -0.054 -0.039
-0.078 0.008 0.062
0.065 0.094 0.052
0.079 -0.089 0.012
0.011 0.109 0.075
-0.091 -0.050 -0.014

Output
Calculated total energy = -3318.5356 Ha
Relative energy (zero: lowest compared OMol25 entry of this formula, charge and spin) = 0.0 kcal/mol
Total charge = +3
Frontier orbital gap (spin up / spin down) = 4.75 / 6.42 eV

=====

A structure of composition C20H21N4O3PbS2, computed with the ωB97M-V functional and the def2-TZVPD basis.

Each line ends with the Mulliken spin population.
Element x y z (Å)
Pb 0.845 0.563 0.190  0.01
N 2.275 -3.539 -1.757  0.00
C 1.481 -3.135 -2.800  0.00
C 1.262 -3.666 -4.059  0.00
C 0.380 -2.979 -4.866  0.00
C -0.244 -1.809 -4.436  0.01
C -0.013 -1.251 -3.189  -0.01
C 0.880 -1.932 -2.363  0.03
N 1.335 -1.634 -1.107  0.00
C 2.150 -2.603 -0.771  0.00
C 2.796 -2.706 0.512  0.00
C 3.278 -3.855 1.093  0.00
S 3.835 -3.528 2.679  0.00
C 3.398 -1.861 2.434  0.00
N 2.901 -1.598 1.292  0.00
H 2.858 -4.359 -1.738  0.00
H 1.761 -4.563 -4.389  0.00
H 0.176 -3.349 -5.860  0.00
H -0.924 -1.310 -5.110  0.00
H -1.556 0.181 -3.373  0.00
H 3.310 -4.854 0.702  0.00
H 3.538 -1.135 3.206  0.00
O -0.518 2.669 0.262  0.03
N -1.735 2.853 0.685  0.06
C -1.938 3.583 1.793  -0.03
C -3.192 3.876 2.266  0.06
C -4.306 3.357 1.604  -0.01
C -4.099 2.558 0.511  0.04
C -2.806 2.328 0.009  -0.04
S -2.610 1.570 -1.489  0.59
H -1.042 3.937 2.278  0.00
H -3.307 4.487 3.143  0.00
H -5.304 3.570 1.951  0.00
H -4.920 2.115 -0.027  0.00
C -1.259 0.674 3.556  0.00
C 0.274 0.602 3.442  0.00
C 0.908 2.006 3.502  0.00
O 0.667 -0.123 2.332  0.00
H -1.579 1.386 4.315  0.00
H -1.639 -0.314 3.807  0.00
H -1.678 0.955 2.593  0.00
H 0.642 0.049 4.333  0.00
H 0.625 2.592 2.631  0.00
H 1.994 1.923 3.511  0.00
H 0.596 2.524 4.406  0.00
C 0.346 1.180 -3.275  -0.01
C -0.619 0.075 -2.800  0.01
O -0.952 0.152 -1.462  0.26
H 0.402 1.183 -4.360  0.00
H 1.343 1.012 -2.873  0.00
H -0.015 2.146 -2.934  0.00

Force components x, y, z for each atom (eV/Å):
0.059 0.401 0.505
0.154 0.032 0.351
-0.432 0.580 -0.131
0.012 -0.120 -0.006
0.121 -0.121 -0.100
-0.065 0.177 0.159
-0.138 -0.088 -0.035
0.048 -0.705 -0.826
0.281 -0.214 0.710
-0.214 -0.032 -0.530
0.656 -1.018 0.727
-0.073 0.369 0.048
-0.213 0.473 -0.424
0.391 -0.728 0.593
-0.402 0.666 -0.760
-0.001 0.116 0.058
0.013 -0.134 -0.069
-0.039 -0.045 -0.072
-0.105 0.074 -0.040
0.137 -0.043 -0.164
-0.086 -0.149 -0.100
0.044 0.285 0.300
0.509 -0.246 -0.110
-0.862 -0.096 0.044
-0.092 0.478 0.556
-0.079 -0.105 -0.145
0.202 -0.059 0.044
0.042 0.084 0.206
0.089 0.140 -0.142
-0.365 0.218 -0.430
0.072 -0.021 -0.108
0.108 0.091 0.135
-0.102 -0.005 0.051
-0.054 -0.055 -0.071
0.500 -0.183 0.059
-0.221 0.258 0.396
-0.094 -0.544 -0.002
-0.050 -0.002 -1.054
-0.091 0.046 0.084
-0.129 -0.051 -0.011
-0.106 0.121 -0.140
-0.110 0.168 -0.089
-0.078 0.107 -0.155
0.119 -0.014 -0.010
-0.028 0.154 0.103
-0.354 -0.107 0.209
0.028 0.243 -0.702
0.769 -0.555 1.139
0.100 0.004 -0.143
0.191 -0.007 0.023
-0.062 0.160 0.068

Output
Multiplicity = 2
Expectation value of S² = 0.7605
Calculated total energy = -2208.6206 Ha
Frontier orbital gap (spin up / spin down) = 6.73 / 7.29 eV